Density functional theory data (ωB97M-V/def2-TZVPD) for C19H38AsBrN3O3RhSi2 as an isolated structure.

Element x y z (Å)
1 Rh -0.31 0.50 -0.56
2 C -1.06 5.08 -1.98
3 N -1.35 4.64 -0.62
4 C -2.03 5.63 0.22
5 C -1.14 3.39 -0.26
6 O -0.67 2.54 -1.06
7 C -1.49 2.95 1.15
8 O -1.02 1.63 1.41
9 C 0.04 1.51 2.35
10 C 1.39 1.40 1.64
11 O 1.44 1.11 0.42
12 N 2.49 1.60 2.35
13 C 3.81 1.55 1.71
14 C 2.47 1.96 3.77
15 H -0.54 6.03 -1.94
16 H -1.99 5.22 -2.53
17 H -0.44 4.35 -2.48
18 H -1.50 6.58 0.14
19 H -2.04 5.34 1.27
20 H -3.05 5.77 -0.12
21 H -2.58 2.94 1.26
22 H -1.09 3.64 1.89
23 H -0.13 0.60 2.92
24 H 0.03 2.35 3.04
25 H 3.70 1.38 0.65
26 H 4.40 0.75 2.16
27 H 4.32 2.50 1.88
28 H 1.71 1.39 4.31
29 H 2.30 3.03 3.91
30 H 3.43 1.70 4.19
31 C 3.09 -0.66 -2.04
32 Si 2.62 -2.17 -1.06
33 C 3.66 -2.41 0.46
34 C 2.53 -3.70 -2.12
35 As 0.36 -1.77 -0.35
36 Si -0.75 -3.67 0.61
37 C -1.78 -3.02 2.04
38 C -1.75 -4.44 -0.75
39 C 0.59 -4.78 1.24
40 H 4.12 -0.76 -2.40
41 H 3.03 0.25 -1.44
42 H 2.45 -0.55 -2.92
43 H 4.66 -2.72 0.16
44 H 3.26 -3.19 1.11
45 H 3.75 -1.49 1.04
46 H 3.48 -3.83 -2.65
47 H 1.75 -3.63 -2.88
48 H 2.36 -4.60 -1.53
49 H -2.38 -2.14 1.81
50 H -1.14 -2.79 2.89
51 H -2.47 -3.81 2.36
52 H -2.35 -3.72 -1.30
53 H -2.43 -5.19 -0.33
54 H -1.10 -4.95 -1.46
55 H 1.19 -4.30 2.02
56 H 1.26 -5.12 0.45
57 H 0.14 -5.67 1.69
58 Br -5.24 -2.45 -1.00
59 C -4.06 -1.20 -1.76
60 C -4.33 -0.60 -2.98
61 C -3.41 0.32 -3.47
62 C -2.27 0.60 -2.74
63 N -2.02 0.00 -1.56
64 C -2.90 -0.88 -1.08
65 H -5.23 -0.84 -3.53
66 H -3.57 0.82 -4.41
67 H -1.54 1.31 -3.08
68 H -2.67 -1.33 -0.13

**2S+1**: 1
**Charge**: +2
**HOMO-LUMO gap (alpha / beta)**: 5.96 / 6.01 eV
**HOMO (alpha / beta)**: -13.50 / -13.53 eV

=====

Density functional theory data (ωB97M-V/def2-TZVPD) for a 8-piece molecular cluster, C19H38Br10O3 overall.

Element x y z (Å)
1 C 3.44 -1.44 -1.02
2 C 4.87 -1.07 -1.32
3 O 5.67 -0.88 -0.44
4 C 5.26 -0.92 -2.77
5 H 2.74 -0.79 -1.52
6 H 3.34 -1.31 0.06
7 H 3.30 -2.51 -1.22
8 H 4.44 -0.47 -3.33
9 H 5.47 -1.89 -3.22
10 H 6.13 -0.28 -2.86
11 C -4.61 -2.35 -3.68
12 C -4.48 -0.90 -4.06
13 O -4.29 -0.56 -5.20
14 C -4.72 0.14 -2.97
15 H -3.86 -2.68 -2.97
16 H -4.59 -2.96 -4.58
17 H -5.60 -2.48 -3.23
18 H -4.85 -0.30 -1.98
19 H -5.61 0.72 -3.24
20 H -3.88 0.84 -2.99
21 C -1.92 -1.15 -0.42
22 C -0.45 -0.93 -0.18
23 O 0.38 -1.69 -0.63
24 C -0.08 0.24 0.67
25 H -2.05 -1.82 -1.26
26 H -2.43 -0.20 -0.60
27 H -2.35 -1.57 0.49
28 H -0.56 1.14 0.30
29 H 1.00 0.36 0.77
30 H -0.52 0.04 1.65
31 Br -2.97 0.77 2.64
32 C -3.24 1.99 4.16
33 C -2.09 2.94 4.18
34 Br -2.18 3.98 5.82
35 H -3.21 1.34 5.02
36 H -4.21 2.45 4.02
37 H -2.14 3.68 3.39
38 H -1.14 2.41 4.17
39 Br -1.17 -2.40 3.39
40 C 0.71 -2.68 3.01
41 C 1.50 -1.74 3.89
42 Br 3.34 -1.72 3.28
43 H 0.85 -2.46 1.95
44 H 0.96 -3.73 3.19
45 H 1.44 -2.01 4.93
46 H 1.16 -0.73 3.72
47 Br -1.04 3.48 -1.08
48 C -2.37 4.79 -1.67
49 C -2.64 5.76 -0.56
50 Br -4.38 6.59 -0.85
51 H -3.26 4.23 -1.93
52 H -1.92 5.26 -2.53
53 H -1.95 6.59 -0.54
54 H -2.68 5.28 0.41
55 Br 1.93 -5.59 -1.72
56 C 1.95 -4.40 -3.24
57 C 0.65 -3.65 -3.28
58 Br 0.61 -2.49 -4.84
59 H 2.09 -5.01 -4.13
60 H 2.81 -3.74 -3.17
61 H 0.50 -3.04 -2.40
62 H -0.20 -4.32 -3.38
63 Br 1.84 2.11 3.06
64 C 3.74 1.89 2.62
65 C 4.53 2.05 3.88
66 Br 6.43 1.91 3.43
67 H 3.95 2.67 1.90
68 H 3.85 0.91 2.17
69 H 4.34 1.27 4.60
70 H 4.40 3.03 4.31

**2S+1**: 1
**Structure (SMILES)**: CC(C)=O.CC(C)=O.CC(C)=O.BrCCBr.BrCCBr.BrCCBr.BrCCBr.BrCCBr
**HOMO-LUMO gap**: 9.58 eV
**HOMO**: -9.46 eV

=====

Density functional theory data (ωB97M-V/def2-TZVPD) for C19H38Br2NO31S8 as an isolated structure.

Element x y z (Å)
1 C 1.60 2.41 1.77
2 C 1.19 1.23 0.90
3 Br 1.84 -0.43 1.83
4 C -0.32 1.07 0.72
5 Br -1.24 0.71 2.40
6 S -1.10 2.48 -0.17
7 O -0.80 2.37 -1.57
8 O -0.56 3.71 0.36
9 N -2.67 2.47 0.19
10 S -3.51 1.27 -0.51
11 O -4.58 1.87 -1.28
12 O -2.74 0.29 -1.25
13 C -4.38 0.27 0.78
14 O -4.34 -1.08 0.40
15 C -3.67 -1.94 1.27
16 O -3.09 -2.95 0.47
17 C -1.69 -2.78 0.30
18 C -1.27 -3.37 -1.05
19 O 0.16 -3.35 -1.13
20 H 2.55 2.29 2.28
21 H 0.80 2.62 2.48
22 H 1.64 3.28 1.11
23 H 1.72 1.21 -0.05
24 H -0.48 0.20 0.09
25 H -3.98 0.48 1.77
26 H -5.42 0.59 0.75
27 H -2.89 -1.43 1.84
28 H -4.33 -2.44 1.99
29 H -1.16 -3.29 1.12
30 H -1.40 -1.73 0.28
31 H -1.63 -2.66 -1.81
32 H -1.68 -4.37 -1.20
33 H 0.52 -3.62 -0.28
34 C -10.34 0.46 2.49
35 C -9.22 0.05 1.55
36 O -8.06 0.72 2.06
37 S -8.17 0.85 3.65
38 O -7.43 -0.21 4.24
39 O -7.97 2.20 4.01
40 O -9.73 0.49 3.78
41 H -10.70 1.46 2.25
42 H -11.17 -0.24 2.48
43 H -9.40 0.34 0.52
44 H -9.04 -1.03 1.60
45 C -5.14 -7.48 -2.28
46 C -4.06 -8.53 -2.44
47 O -3.10 -7.92 -3.30
48 S -3.07 -6.34 -3.03
49 O -2.00 -6.04 -2.15
50 O -3.22 -5.67 -4.27
51 O -4.44 -6.24 -2.21
52 H -5.80 -7.46 -3.15
53 H -5.74 -7.63 -1.38
54 H -4.43 -9.45 -2.88
55 H -3.58 -8.75 -1.48
56 C -0.12 6.38 5.68
57 C -1.29 5.87 4.88
58 O -0.71 5.07 3.85
59 S 0.63 4.38 4.39
60 O 0.32 3.06 4.81
61 O 1.69 4.68 3.50
62 O 0.81 5.29 5.72
63 H 0.36 7.23 5.18
64 H -0.40 6.67 6.69
65 H -1.89 6.66 4.45
66 H -1.94 5.22 5.48
67 C 6.33 4.04 -0.19
68 C 5.57 3.00 -0.97
69 O 5.74 1.79 -0.23
70 S 5.83 2.12 1.32
71 O 4.55 1.90 1.89
72 O 7.01 1.52 1.85
73 O 6.08 3.71 1.19
74 H 7.40 3.97 -0.37
75 H 5.99 5.05 -0.40
76 H 5.94 2.87 -1.98
77 H 4.50 3.23 -1.00
78 C 7.87 -0.57 -4.19
79 C 9.06 -0.33 -3.28
80 O 9.52 0.99 -3.63
81 S 8.27 1.89 -4.07
82 O 7.85 2.66 -2.96
83 O 8.56 2.47 -5.33
84 O 7.22 0.70 -4.27
85 H 8.20 -0.85 -5.19
86 H 7.19 -1.32 -3.80
87 H 9.85 -1.06 -3.41
88 H 8.75 -0.31 -2.23
89 C 2.32 -1.56 -2.71
90 C 3.46 -1.98 -3.61
91 O 4.60 -1.27 -3.11
92 S 4.45 -1.11 -1.51
93 O 5.21 -2.13 -0.88
94 O 4.60 0.25 -1.16
95 O 2.90 -1.48 -1.41
96 H 1.94 -0.57 -2.98
97 H 1.50 -2.28 -2.71
98 H 3.29 -1.73 -4.66
99 H 3.66 -3.05 -3.53

**2S+1**: 1
**Charge**: -1
**HOMO-LUMO gap**: 7.60 eV
**HOMO**: -5.87 eV

=====

Density functional theory data (ωB97M-V/def2-TZVPD) for a 4-piece molecular cluster, C19H38N4O9S overall.

Element x y z (Å)
1 C 2.39 1.72 -0.01
2 C 2.84 0.36 -0.47
3 O 3.55 -0.36 0.17
4 O 2.36 -0.12 -1.65
5 C 1.84 0.75 -2.65
6 C 1.20 -0.10 -3.73
7 C -0.18 -0.69 -3.39
8 C -0.57 -0.86 -1.92
9 C -0.16 -2.18 -1.23
10 N 0.89 -2.11 -0.21
11 C -1.43 -2.62 -0.50
12 O -1.70 -3.66 -0.01
13 O -2.30 -1.54 -0.47
14 C -2.10 -0.92 -1.75
15 S -3.01 0.63 -1.80
16 C -2.06 1.76 -0.81
17 O -4.27 0.44 -1.14
18 O -2.96 1.05 -3.17
19 H 2.97 2.52 -0.47
20 H 2.52 1.77 1.06
21 H 1.33 1.89 -0.24
22 H 2.65 1.35 -3.07
23 H 1.11 1.44 -2.22
24 H 1.11 0.54 -4.61
25 H 1.90 -0.89 -3.99
26 H -0.25 -1.68 -3.84
27 H -0.94 -0.09 -3.89
28 H -0.23 -0.05 -1.27
29 H 0.14 -2.96 -1.94
30 H 0.90 -1.21 0.24
31 H 1.81 -2.24 -0.63
32 H -2.57 -1.54 -2.52
33 H -2.78 2.49 -0.46
34 H -1.31 2.23 -1.44
35 H -1.63 1.25 0.04
36 C 3.95 2.90 3.43
37 C 2.72 3.77 3.31
38 O 2.24 4.08 2.23
39 N 2.14 4.20 4.46
40 C 2.56 3.94 5.83
41 H 4.29 2.65 2.43
42 H 4.75 3.43 3.95
43 H 3.73 1.98 3.97
44 H 1.33 4.78 4.32
45 H 1.77 3.43 6.38
46 H 2.80 4.87 6.35
47 H 3.44 3.31 5.83
48 C 3.66 -3.47 -1.35
49 C 4.76 -4.46 -1.65
50 O 4.85 -5.03 -2.72
51 N 5.67 -4.68 -0.65
52 C 5.72 -4.08 0.66
53 H 3.03 -3.40 -2.24
54 H 3.05 -3.80 -0.51
55 H 4.06 -2.48 -1.12
56 H 6.38 -5.36 -0.90
57 H 6.66 -3.54 0.81
58 H 5.63 -4.83 1.44
59 H 4.90 -3.37 0.78
60 C -9.08 0.89 -0.25
61 C -8.64 1.52 1.06
62 O -9.29 2.41 1.59
63 N -7.50 1.04 1.63
64 C -6.62 0.00 1.14
65 H -9.99 1.38 -0.56
66 H -8.31 1.03 -1.02
67 H -9.26 -0.18 -0.13
68 H -7.27 1.50 2.49
69 H -6.56 -0.82 1.86
70 H -5.62 0.39 0.96
71 H -6.99 -0.39 0.20

**2S+1**: 1
**Structure (SMILES)**: CC(=O)OCCC[C@H]1[C@H](S(C)(=O)=O)OC(=O)[C@@H]1N.CNC(C)=O.CNC(C)=O.CNC(C)=O
**HOMO-LUMO gap**: 9.36 eV
**HOMO**: -9.18 eV

=====

Density functional theory data (ωB97M-V/def2-TZVPD) for C19H38N4ORuSeSi as an isolated structure.

Element x y z (Å)
1 Ru -0.20 -0.01 0.38
2 C 1.55 2.18 -1.69
3 C 0.03 2.05 -1.88
4 N -0.53 0.71 -1.60
5 C -1.99 0.67 -1.86
6 C -2.64 -0.52 -1.17
7 N -2.21 -0.63 0.25
8 C -3.07 0.04 1.25
9 C -3.29 1.54 1.02
10 C -2.10 2.49 1.25
11 N -0.80 1.83 1.36
12 C 0.34 2.77 1.37
13 C 1.65 2.00 1.46
14 N 1.72 0.86 0.51
15 C 2.29 1.17 -0.82
16 H 1.74 3.19 -1.33
17 H 2.03 2.11 -2.66
18 H -0.24 2.35 -2.89
19 H -0.50 2.73 -1.21
20 H -0.07 0.01 -2.19
21 H -2.19 0.62 -2.94
22 H -2.39 1.61 -1.50
23 H -2.33 -1.45 -1.66
24 H -3.73 -0.45 -1.25
25 H -2.21 -1.62 0.48
26 H -2.61 -0.15 2.22
27 H -4.06 -0.44 1.25
28 H -4.10 1.83 1.70
29 H -3.72 1.68 0.03
30 H -2.27 3.09 2.15
31 H -2.04 3.21 0.42
32 H -0.76 1.31 2.25
33 H 0.27 3.46 2.21
34 H 0.30 3.37 0.46
35 H 1.72 1.56 2.46
36 H 2.49 2.68 1.32
37 H 2.31 0.15 0.93
38 H 2.36 0.21 -1.34
39 H 3.32 1.53 -0.70
40 Se 0.72 -2.02 -0.61
41 C -0.69 -3.32 -0.50
42 C -1.23 -3.66 0.74
43 C -2.26 -4.59 0.82
44 C -2.73 -5.21 -0.33
45 C -2.18 -4.89 -1.56
46 C -1.16 -3.95 -1.65
47 H -0.85 -3.19 1.63
48 H -2.67 -4.85 1.78
49 H -3.52 -5.94 -0.27
50 H -2.53 -5.38 -2.46
51 H -0.72 -3.71 -2.61
52 C 1.45 -0.12 4.68
53 Si 0.63 -1.34 3.52
54 C 1.93 -2.54 2.91
55 C -0.69 -2.27 4.48
56 O -0.09 -0.53 2.30
57 H 1.76 -0.61 5.61
58 H 0.77 0.70 4.96
59 H 2.35 0.32 4.25
60 H 2.40 -3.04 3.76
61 H 2.72 -2.03 2.36
62 H 1.52 -3.31 2.26
63 H -0.25 -2.80 5.33
64 H -1.20 -3.01 3.87
65 H -1.44 -1.58 4.87

**2S+1**: 2
**Charge**: +1
**HOMO-LUMO gap (alpha / beta)**: 8.55 / 7.08 eV
**HOMO (alpha / beta)**: -10.60 / -10.78 eV

=====

Density functional theory data (ωB97M-V/def2-TZVPD) for an isolated ion of composition C19H38NO3 and charge +1.

Element x y z (Å)
1 C 4.39 -2.07 0.72
2 O 3.84 -1.88 -0.56
3 C 3.98 -0.58 -1.09
4 C 3.65 0.58 -0.15
5 C 3.70 1.91 -0.94
6 C 2.43 2.74 -0.78
7 C 2.01 2.96 0.69
8 C 0.63 2.33 0.98
9 C 0.35 2.07 2.46
10 C -0.61 0.90 2.72
11 C -0.08 -0.45 2.25
12 C -1.11 -1.60 2.40
13 C -1.55 -2.17 1.05
14 C -2.55 -1.23 0.38
15 N -2.65 -1.52 -1.11
16 C -4.02 -2.03 -1.48
17 C -5.07 -0.93 -1.43
18 O -4.68 0.22 -2.14
19 C -3.42 0.71 -1.75
20 C -2.36 -0.35 -1.99
21 C -0.93 0.18 -1.89
22 C 0.08 -0.92 -1.68
23 O -0.05 -2.01 -2.25
24 H 3.70 -1.74 1.50
25 H 5.35 -1.56 0.85
26 H 4.57 -3.13 0.86
27 H 3.27 -0.52 -1.91
28 H 4.97 -0.41 -1.52
29 H 4.36 0.65 0.67
30 H 2.64 0.44 0.24
31 H 4.58 2.48 -0.64
32 H 3.83 1.68 -2.00
33 H 2.58 3.71 -1.25
34 H 1.63 2.26 -1.35
35 H 2.74 2.56 1.39
36 H 1.92 4.03 0.85
37 H -0.14 2.99 0.59
38 H 0.57 1.41 0.40
39 H 1.27 1.92 3.03
40 H -0.13 2.97 2.86
41 H -0.73 0.82 3.80
42 H -1.59 1.14 2.30
43 H 0.23 -0.42 1.20
44 H 0.82 -0.68 2.82
45 H -1.99 -1.18 2.90
46 H -0.71 -2.38 3.03
47 H -1.99 -3.15 1.20
48 H -0.66 -2.31 0.43
49 H -2.26 -0.20 0.55
50 H -3.52 -1.42 0.82
51 H -2.00 -2.29 -1.29
52 H -3.94 -2.41 -2.49
53 H -4.28 -2.85 -0.81
54 H -5.95 -1.32 -1.93
55 H -5.36 -0.70 -0.40
56 H -3.42 1.07 -0.72
57 H -3.19 1.57 -2.38
58 H -2.53 -0.70 -3.01
59 H -0.83 0.99 -1.17
60 H -0.70 0.62 -2.86
61 H 0.91 -0.78 -0.97

**2S+1**: 1
**Structure (SMILES)**: COCCCCCCCCCCCC[N@H+]1CCOC[C@H]1CC=O
**Charge**: +1
**HOMO-LUMO gap**: 9.01 eV
**HOMO**: -11.89 eV

=====

Density functional theory data (ωB97M-V/def2-TZVPD) for a single C19H39BFO3P molecule.

Element x y z (Å)
1 C 6.17 0.90 1.87
2 C 5.41 1.55 0.70
3 O 4.26 2.24 1.23
4 P 2.98 2.26 0.26
5 O 3.36 2.37 -1.16
6 C 2.10 0.70 0.58
7 C 1.38 0.17 -0.68
8 C 2.06 -1.08 -1.24
9 B 1.80 -2.42 -0.44
10 C 0.64 -2.50 0.62
11 C -0.68 -2.54 -0.16
12 C -1.97 -2.14 0.62
13 C -1.72 -1.55 2.00
14 C -2.79 -1.19 -0.27
15 C -4.02 -0.55 0.37
16 C -4.48 0.64 -0.45
17 C -5.66 1.28 -0.30
18 C -5.77 2.75 -0.64
19 C -6.88 0.57 0.24
20 C 2.73 -3.70 -0.78
21 C 3.06 -3.77 -2.26
22 F 3.93 -3.63 -0.06
23 O 2.16 3.48 0.84
24 C 0.76 3.56 0.49
25 C 0.55 4.04 -0.94
26 H 6.19 -0.18 1.76
27 H 5.71 1.14 2.82
28 H 7.20 1.25 1.87
29 H 6.04 2.27 0.21
30 H 5.12 0.77 0.00
31 H 1.37 0.90 1.37
32 H 2.83 -0.03 0.93
33 H 1.35 0.94 -1.45
34 H 0.35 -0.02 -0.40
35 H 3.14 -0.90 -1.30
36 H 1.67 -1.25 -2.25
37 H 0.75 -1.62 1.25
38 H 0.80 -3.39 1.23
39 H -0.60 -1.93 -1.06
40 H -0.82 -3.57 -0.50
41 H -2.58 -3.04 0.75
42 H -2.65 -1.50 2.56
43 H -1.39 -0.51 1.90
44 H -0.99 -2.10 2.59
45 H -2.09 -0.42 -0.62
46 H -3.11 -1.77 -1.14
47 H -3.82 -0.17 1.37
48 H -4.82 -1.30 0.36
49 H -3.79 1.02 -1.20
50 H -6.80 3.08 -0.48
51 H -5.50 2.97 -1.68
52 H -5.13 3.30 0.03
53 H -7.10 -0.28 -0.40
54 H -6.75 0.19 1.25
55 H -7.74 1.24 0.28
56 H 2.20 -4.63 -0.55
57 H 3.74 -2.96 -2.54
58 H 2.16 -3.65 -2.87
59 H 3.56 -4.70 -2.52
60 H 0.25 2.61 0.66
61 H 0.32 4.28 1.16
62 H 1.34 4.75 -1.18
63 H 0.61 3.22 -1.65
64 H -0.43 4.51 -1.01

**2S+1**: 1
**Structure (SMILES)**: CCOP(=O)(CCCB(CC[C@@H](C)CCC=C(C)C)[C@@H](C)F)OCC
**HOMO-LUMO gap**: 9.10 eV
**HOMO**: -8.53 eV